{
  "formula": "C9H12N2O",
  "method": "the ωB97M-V functional and the def2-TZVPD basis",
  "species": ["C", "C", "C", "C", "C", "C", "C", "C", "C", "H", "H", "H", "H", "H", "H", "H", "H", "H", "H", "H", "H", "N", "N", "O"],
  "coordinates": [[-1.50952, -1.87855, -1.17020], [-1.69766, -0.42742, -0.63872], [-0.42500, 0.35325, -0.90475], [0.57874, 0.70598, 0.06260], [0.74243, 0.13146, 1.35099], [1.73198, 0.56731, 2.27040], [2.65205, 1.51853, 1.87383], [2.43741, 2.17451, 0.66573], [1.42862, 1.81182, -0.23582], [-0.81810, -3.09722, 0.45979], [-0.07589, -3.48690, -0.96241], [-2.55906, -2.27811, -1.15753], [-1.15721, -1.78231, -2.22739], [-1.75574, -0.56280, 0.42989], [-2.55366, 0.72543, -2.17853], [-3.23213, 0.93884, -0.60442], [0.15945, -0.77513, 1.62076], [1.89714, 0.11003, 3.29869], [3.44331, 1.74941, 2.55265], [3.09193, 3.02654, 0.47303], [1.20756, 2.27246, -1.16466], [-0.47501, -2.72620, -0.45352], [-2.88566, 0.19847, -1.29342], [-0.22597, 0.73060, -2.06697]],
  "atomic_forces_ev_per_a": [[0.177, -0.815, -0.773], [0.814, -0.661, -0.336], [-0.203, 0.204, -2.912], [2.019, 1.059, 2.996], [-0.144, -0.718, 0.232], [-0.058, -1.219, 0.245], [-1.378, -0.181, -0.289], [0.254, 0.624, -0.657], [-0.142, -1.359, 1.493], [0.271, 0.477, -1.229], [-0.143, -0.186, -0.611], [0.989, -0.043, -0.107], [-0.459, -0.235, 0.725], [-0.865, 0.418, 0.504], [-0.514, -1.156, 1.994], [0.518, -1.223, -1.525], [0.250, 0.877, -0.174], [-0.624, 0.326, -1.605], [0.459, 0.466, 0.087], [-0.213, -0.241, -0.364], [0.331, 0.720, -0.604], [-1.554, 1.479, 1.411], [0.762, 1.766, 0.579], [-0.548, -0.379, 0.919]],
  "lowdin_charge": [-0.21, -0.35, -0.33, -0.15, -0.02, -0.08, -0.10, -0.07, 0.01, 0.08, 0.04, 0.11, 0.12, 0.12, 0.11, 0.10, 0.10, 0.12, 0.10, 0.10, 0.10, 0.00, 0.03, 0.06],
  "smiles": "NC[C@H](N)C(=O)c1ccccc1",
  "orbital_gap_ha": 0.346,
  "de_lowest_kj_mol": 120.8,
  "max_force_ha_per_bohr": 0.073,
  "homo_ev": -9.3
}